One molecule with the formula C5H11NO. Source: the Open Molecules 2025 dataset; level of theory: wB97M-V/def2-TZVPD.

Computed properties:
* HOMO level: -9.5344 eV
* energy: -327.092743 a.u.
* ΔE to the lowest compared entry with this formula, charge and spin: 24.22 kcal/mol
* HOMO-LUMO gap: 10.39 eV
* structure (SMILES): CCCNC(C)=O

The geometry in ORCA input format:
```
! RIJCOSX wB97M-V def2-TZVPD def2/J DEFGRID3
* xyz 0 1
C -1.864 -0.862 -0.642
C -1.270 0.523 -0.387
C -0.508 0.607 0.944
N 0.459 -0.492 1.193
C 1.749 0.018 0.900
C 2.110 0.045 -0.574
O 2.423 0.559 1.741
H -2.650 -0.827 -1.401
H -1.104 -1.567 -1.003
H -2.294 -1.277 0.279
H -0.633 0.817 -1.233
H -2.073 1.268 -0.343
H 0.048 1.553 0.974
H -1.213 0.629 1.779
H 0.256 -1.282 0.585
H 1.986 1.091 -0.884
H 1.433 -0.563 -1.182
H 3.147 -0.240 -0.744
*
```

---

C3Br2F3N as an isolated structure in a non-equilibrium geometry. Source: the Open Molecules 2025 dataset; level of theory: wB97M-V/def2-TZVPD.

Computed properties:
* HOMO level: -11.0455 eV
* energy: -5616.634710 a.u.
* ΔE to the lowest compared entry with this formula, charge and spin: 14.60 kcal/mol
* HOMO-LUMO gap: 10.67 eV

The geometry in ORCA input format:
```
! RIJCOSX wB97M-V def2-TZVPD def2/J DEFGRID3
* xyz 0 1
C -1.295 -0.551 -0.976
C 0.068 -0.078 -0.780
C 0.374 0.375 1.146
N -2.371 -0.936 -1.069
F 0.991 1.521 1.241
F 1.162 -0.625 1.677
F -0.772 0.259 1.756
Br 1.397 -1.490 -1.176
Br 0.446 1.524 -1.819
*
```

---

A 3-piece molecular cluster, C2H8N2S2 overall in a non-equilibrium geometry. Source: the Open Molecules 2025 dataset; level of theory: wB97M-V/def2-TZVPD.

Computed properties:
* HOMO level: -8.6673 eV
* energy: -986.764768 a.u.
* ΔE to the lowest compared entry with this formula, charge and spin: 73.95 kcal/mol
* HOMO-LUMO gap: 9.39 eV
* structure (SMILES): [H]/N=N/[H].C=CS.S

The geometry in ORCA input format:
```
! RIJCOSX wB97M-V def2-TZVPD def2/J DEFGRID3
* xyz 0 1
H 0.590 3.436 -1.079
N 1.341 2.802 -1.033
N 1.332 2.230 0.049
H 2.140 1.549 0.143
C -0.523 -2.785 -0.012
C 0.261 -1.696 -0.033
S 1.089 -1.242 -1.552
H -1.044 -2.839 0.902
H -0.687 -3.541 -0.750
H 0.559 -1.068 0.805
H 2.141 -0.573 -1.202
S -2.467 1.175 0.635
H -1.485 1.779 1.493
H -3.246 0.773 1.635
*
```

---

C54H40I2N7O6S3Sc as an isolated structure. Source: the Open Molecules 2025 dataset; level of theory: wB97M-V/def2-TZVPD.

Computed properties:
* HOMO level: -7.7844 eV
* energy: -5467.554482 a.u.
* ΔE to the lowest compared entry with this formula, charge and spin: 0.00 kcal/mol
* HOMO-LUMO gap: 6.91 eV

The geometry in ORCA input format:
```
! RIJCOSX wB97M-V def2-TZVPD def2/J DEFGRID3
* xyz 0 1
Sc -0.729 0.326 -0.039
I -7.377 3.791 2.341
C -5.652 3.045 1.444
C -5.009 3.783 0.461
C -3.865 3.275 -0.129
I -2.861 4.368 -1.582
C -3.342 2.021 0.232
O -2.257 1.572 -0.352
C -4.006 1.289 1.239
C -3.558 -0.094 1.645
N -2.100 -0.260 1.818
C -1.619 0.398 3.046
C -1.422 1.872 2.819
C -1.914 2.837 3.685
C -1.673 4.171 3.403
C -0.943 4.495 2.271
C -0.488 3.466 1.463
N -0.722 2.182 1.725
C -5.147 1.814 1.830
H -5.392 4.749 0.161
H -4.068 -0.352 2.580
H -3.878 -0.830 0.905
H -1.886 -1.250 1.908
H -2.303 0.224 3.882
H -0.656 -0.044 3.307
H -2.490 2.542 4.552
H -2.056 4.947 4.053
H -0.735 5.521 2.005
H 0.096 3.683 0.578
H -5.653 1.244 2.600
S -6.562 -0.032 -1.213
C -8.088 -0.181 -1.968
C -8.072 -1.115 -2.957
C -6.801 -1.727 -3.107
C -5.872 -1.245 -2.228
C -4.470 -1.647 -2.083
C -3.546 -0.760 -1.510
N -2.274 -1.045 -1.310
C -1.814 -2.229 -1.764
C -2.643 -3.189 -2.363
C -2.058 -4.398 -2.862
C -0.723 -4.574 -2.839
C 0.150 -3.572 -2.301
C 1.542 -3.641 -2.420
C 2.319 -2.599 -1.975
C 1.660 -1.509 -1.378
N 0.353 -1.396 -1.264
C -0.399 -2.425 -1.733
C 3.770 -2.540 -2.167
C 4.648 -1.594 -1.707
C 5.982 -1.831 -2.125
C 6.093 -2.948 -2.896
S 4.585 -3.706 -3.135
C -4.003 -2.882 -2.486
H -8.912 0.435 -1.647
H -8.934 -1.353 -3.562
H -6.577 -2.469 -3.860
H -3.863 0.230 -1.215
H -2.705 -5.138 -3.316
H -0.276 -5.454 -3.282
H 1.981 -4.496 -2.918
H 2.241 -0.676 -1.011
H 4.375 -0.757 -1.080
H 6.815 -1.196 -1.864
H 6.982 -3.351 -3.353
H -4.677 -3.612 -2.919
N 0.375 1.851 -1.359
C 0.554 1.224 -2.646
C 1.828 0.952 -3.126
C 1.987 0.079 -4.191
C 0.881 -0.527 -4.770
C -0.393 -0.157 -4.363
C -0.567 0.721 -3.300
S 1.109 -1.872 -5.946
O 1.240 -3.028 -5.055
O -0.106 -1.880 -6.736
O 2.329 -1.541 -6.654
H -0.218 2.678 -1.413
H 1.264 2.119 -0.933
H 2.695 1.391 -2.642
H 2.972 -0.164 -4.572
H -1.244 -0.584 -4.879
H -1.561 0.983 -2.950
O 0.235 -1.749 1.617
C 1.180 -0.960 1.715
N 2.284 -1.079 2.504
C 3.022 0.187 2.526
C 2.270 0.948 1.400
O 2.594 2.032 0.947
N 1.215 0.207 1.004
C 2.828 0.872 3.877
C 2.028 1.996 4.040
C 1.830 2.534 5.307
C 2.427 1.957 6.415
C 3.237 0.838 6.255
C 3.438 0.305 4.994
C 4.490 0.033 2.172
C 5.033 -1.193 1.818
C 6.382 -1.294 1.496
C 7.188 -0.169 1.516
C 6.643 1.063 1.857
C 5.303 1.165 2.188
H 2.265 -1.707 3.292
H 1.570 2.474 3.183
H 1.209 3.414 5.418
H 2.276 2.381 7.399
H 3.719 0.390 7.114
H 4.093 -0.551 4.870
H 4.405 -2.073 1.771
H 6.791 -2.257 1.219
H 8.239 -0.247 1.267
H 7.266 1.948 1.866
H 4.876 2.124 2.450
*
```

---

C2H16BeFO8 as an isolated structure in a non-equilibrium geometry. Source: the Open Molecules 2025 dataset; level of theory: wB97M-V/def2-TZVPD.

Computed properties:
* HOMO level: -1.9367 eV
* energy: -802.435436 a.u.
* ΔE to the lowest compared entry with this formula, charge and spin: 5.34 kcal/mol
* HOMO-LUMO gap: 3.22 eV

The geometry in ORCA input format:
```
! RIJCOSX wB97M-V def2-TZVPD def2/J DEFGRID3
* xyz -1 1
Be -16.161 0.318 9.971
F -17.143 1.090 9.101
O -13.219 1.273 6.566
C -14.412 0.750 7.215
C -14.033 0.747 8.720
O -14.779 -0.161 9.480
H -14.711 -0.295 6.845
H -15.300 1.383 7.133
H -14.100 1.730 9.237
H -13.012 0.383 8.705
O -18.200 3.409 9.871
H -18.420 3.194 10.777
H -17.847 2.572 9.543
O -17.673 2.258 6.803
H -17.433 1.868 7.655
H -17.409 1.564 6.155
O -16.820 -1.071 10.695
H -16.233 -1.564 11.253
H -17.614 -1.045 11.250
O -15.730 1.336 11.380
H -16.047 1.831 12.083
H -14.781 1.363 11.471
O -17.329 -1.626 7.390
H -17.490 -0.783 6.983
H -16.470 -1.882 7.041
O -19.917 0.830 8.899
H -18.983 0.859 8.828
H -20.076 1.077 9.793
*
```

---

One molecule with the formula C7H13N in a non-equilibrium geometry. Source: the Open Molecules 2025 dataset; level of theory: wB97M-V/def2-TZVPD.

Computed properties:
* HOMO level: -7.6191 eV
* energy: -329.164525 a.u.
* ΔE to the lowest compared entry with this formula, charge and spin: 67.10 kcal/mol
* HOMO-LUMO gap: 8.79 eV
* structure (SMILES): C/C=C/CN/C=C/C

The geometry in ORCA input format:
```
! RIJCOSX wB97M-V def2-TZVPD def2/J DEFGRID3
* xyz 0 1
C -0.675 3.524 -0.439
C 0.266 2.574 0.115
C 0.072 1.314 0.297
C 0.905 0.497 1.176
N 0.625 -0.902 1.281
C 0.519 -1.612 0.079
C -0.362 -2.626 0.032
C -0.546 -3.376 -1.263
H -1.759 3.216 -0.180
H -0.722 3.528 -1.540
H -0.477 4.581 -0.187
H 1.334 2.963 0.326
H -0.790 0.942 -0.235
H 1.099 1.162 2.103
H 1.953 0.568 0.735
H 0.073 -1.161 2.147
H 1.252 -1.482 -0.672
H -1.161 -2.686 0.780
H 0.200 -3.106 -2.012
H -1.605 -3.445 -1.611
H -0.203 -4.471 -0.931
*
```

---

A 2-piece molecular cluster, C2H9N4 overall in a non-equilibrium geometry. Source: the Open Molecules 2025 dataset; level of theory: wB97M-V/def2-TZVPD.

Computed properties:
* HOMO level: -12.9099 eV
* energy: -300.381255 a.u.
* ΔE to the lowest compared entry with this formula, charge and spin: 23.89 kcal/mol
* HOMO-LUMO gap: 9.00 eV

The geometry in ORCA input format:
```
! RIJCOSX wB97M-V def2-TZVPD def2/J DEFGRID3
* xyz 1 1
N -1.075 1.978 -0.925
C -0.037 1.386 -1.567
N 0.939 0.773 -0.839
H -0.864 2.341 -0.007
H -1.581 2.686 -1.456
H 0.006 1.413 -2.671
H 1.710 0.570 -1.491
N -1.008 -1.241 0.834
C 0.219 -1.740 0.802
N 1.021 -1.590 1.835
H -1.151 -0.458 1.476
H -1.572 -1.293 -0.011
H 0.642 -1.997 -0.194
H 1.968 -1.929 1.694
H 0.782 -0.901 2.522
*
```